Computed, not measured: a molecular structure, C32H36AsAuF3GeNSSi, with ωB97M-V/def2-TZVPD.

Positions of all 77 atoms, in Å:
Au1 0.398 0.045 0.502
As1 0.194 0.176 2.914
Ge1 3.152 0.240 -1.080
S1 -1.953 1.295 0.388
Si1 -5.497 0.951 0.062
F1 -1.982 0.630 -8.257
F2 0.052 1.234 -8.698
F3 -0.482 -0.867 -8.719
N1 -1.810 -1.282 0.319
C1 -0.514 1.377 -5.863
C2 -2.689 -0.230 0.271
C3 -4.538 -1.709 0.027
C4 3.273 1.557 0.319
C5 3.900 0.567 -2.810
C6 -3.655 -2.761 0.052
C7 0.683 0.142 -2.596
C8 -0.197 1.359 -4.524
C9 3.671 1.773 -3.476
C10 4.584 -0.458 -3.463
C11 -0.693 0.296 -8.098
C12 4.099 1.309 1.420
C13 0.263 0.166 -3.942
C14 0.345 1.988 3.531
C15 2.819 3.770 1.188
C16 2.624 2.793 0.221
C17 -1.405 -0.508 3.732
C18 -0.352 0.221 -6.624
C19 4.125 1.951 -4.774
C20 -4.886 2.696 0.017
C21 4.284 2.284 2.394
C22 3.651 3.515 2.273
C23 1.160 0.101 -1.459
C24 0.108 -0.960 -6.062
C25 5.040 -0.277 -4.763
C26 -6.483 0.630 1.593
C27 -4.094 -0.377 0.126
C28 -6.444 0.551 -1.474
C29 0.410 -0.995 -4.712
C30 1.640 -0.773 3.761
C31 4.806 0.924 -5.418
C32 -2.273 -2.498 0.200
H1 -5.904 0.804 2.503
H2 -1.545 -1.553 3.468
H3 -0.872 2.285 -6.330
H4 -7.263 1.267 -1.575
H5 3.958 2.891 -5.282
H6 1.641 -0.521 4.821
H7 0.773 -1.903 -4.251
H8 5.163 1.066 -6.429
H9 0.228 -1.842 -6.675
H10 -0.566 2.534 3.296
H11 5.581 -1.070 -5.263
H12 -4.231 2.903 -0.832
H13 -0.291 2.253 -3.922
H14 -4.377 2.997 0.934
H15 -7.342 1.306 1.615
H16 3.152 2.588 -2.982
H17 -1.279 -0.416 4.810
H18 1.501 -1.844 3.636
H19 1.986 3.011 -0.629
H20 4.777 -1.400 -2.961
H21 -5.829 0.622 -2.373
H22 3.540 -1.146 -0.547
H23 -4.000 -3.783 -0.035
H24 -1.550 -3.305 0.229
H25 -5.597 -1.914 -0.079
H26 1.194 2.460 3.042
H27 3.814 4.282 3.020
H28 4.626 0.365 1.509
H29 0.496 1.974 4.609
H30 -6.887 -0.446 -1.442
H31 4.942 2.094 3.232
H32 -2.268 0.074 3.416
H33 -5.770 3.331 -0.091
H34 2.338 4.735 1.090
H35 2.581 -0.467 3.309
H36 -6.869 -0.391 1.624

multiplicity = 3
charge = +2
E_HOMO (spin up / spin down) = -13.80 / -13.82 eV
calculated total energy = -183154.81994 eV
relative energy (zero: lowest compared OMol25 entry of this formula, charge and spin) = 66.79 kJ/mol

Computed, not measured: a single C32H36N2O7 molecule, with ωB97M-V/def2-TZVPD.

Positions of all 77 atoms, in Å:
O1 1.582 -0.053 3.971
O2 -2.370 3.906 -3.500
O3 -0.745 2.028 3.534
O4 -3.450 0.996 3.190
O5 -0.371 -1.142 3.833
O6 4.386 -1.387 -2.778
O7 2.478 -2.424 -2.123
N1 -2.908 1.961 -2.487
N2 2.396 -0.320 -2.858
C1 -2.302 2.697 -3.440
C2 1.007 -0.246 -2.452
C3 1.789 0.185 1.249
C4 -0.416 -0.750 1.022
C5 1.533 -4.069 1.575
C6 -1.532 2.857 0.028
C7 -0.305 -0.671 -0.350
C8 0.644 -0.348 1.833
C9 2.101 -3.475 0.462
C10 0.537 -0.554 3.294
C11 1.892 0.259 -0.127
C12 2.596 -4.252 -0.577
C13 2.527 -5.635 -0.479
C14 3.204 -3.603 -1.790
C15 -1.560 1.854 -4.487
C16 -2.714 1.611 2.230
C17 -0.766 0.762 -3.833
C18 0.325 0.942 -3.095
C19 -2.828 2.377 -0.078
C20 3.193 -1.382 -2.595
C21 -2.585 1.293 -5.474
C22 0.943 2.284 -2.843
C23 0.862 -0.198 -0.941
C24 -1.409 2.126 2.333
C25 1.544 -0.233 5.377
C26 -0.839 2.725 1.215
C27 -3.600 2.549 -1.360
C28 0.389 2.837 3.731
C29 1.470 -5.449 1.667
C30 -3.388 1.745 1.017
C31 -2.923 0.710 4.470
C32 1.974 -6.230 0.641
H1 0.634 0.208 5.789
H2 2.910 -6.249 -1.282
H3 -1.144 -0.242 -3.981
H4 2.427 0.263 5.772
H5 -2.082 0.733 -6.260
H6 2.154 -2.400 0.391
H7 -0.895 2.538 -5.024
H8 2.610 0.503 1.873
H9 1.028 -5.914 2.536
H10 -1.304 -1.149 1.487
H11 -2.646 1.620 5.005
H12 0.167 3.108 1.271
H13 1.722 2.490 -3.578
H14 0.203 3.075 -2.922
H15 -2.065 0.040 4.407
H16 -2.711 0.973 -2.437
H17 -3.287 0.632 -4.969
H18 1.560 -1.296 5.624
H19 3.178 -4.286 -2.647
H20 -4.393 1.355 0.975
H21 1.928 -7.307 0.709
H22 4.252 -3.328 -1.605
H23 2.866 0.527 -3.134
H24 1.136 -3.452 2.367
H25 2.806 0.633 -0.567
H26 0.184 3.880 3.474
H27 -1.116 -1.013 -0.975
H28 0.618 2.767 4.794
H29 1.385 2.319 -1.850
H30 -3.734 0.211 5.000
H31 -1.071 3.353 -0.811
H32 -4.593 2.100 -1.269
H33 -3.709 3.613 -1.595
H34 1.250 2.479 3.158
H35 -3.146 2.104 -5.932
H36 0.522 -1.167 -2.797

E_HOMO = -8.02 eV
calculated total energy = -51081.96194 eV
SMILES = COC(=O)c1ccc([C@H](NC(=O)OCc2ccccc2)/C(C)=C/[C@@H](C)C(=O)NCc2ccc(OC)c(OC)c2)cc1
relative energy (zero: lowest compared OMol25 entry of this formula, charge and spin) = 265.40 kJ/mol

Computed, not measured: a molecular structure, C32H36N9OPd, with ωB97M-V/def2-TZVPD.

Positions of all 79 atoms, in Å:
Pd1 0.291 -1.427 -0.540
O1 2.017 -1.186 -1.914
N1 -0.070 4.815 1.667
N2 -0.291 4.346 2.993
N3 0.584 3.011 0.192
N4 -1.621 -1.235 -1.797
N5 0.162 -3.550 -1.089
N6 1.359 -2.195 1.283
N7 -1.386 -2.104 0.782
N8 0.250 0.892 -0.281
N9 -1.186 5.013 3.523
C1 2.236 -3.562 3.523
C2 -2.947 -0.916 -3.752
C3 -2.553 6.984 2.781
C4 1.018 1.357 2.049
C5 0.916 -4.142 -2.022
C6 -0.893 5.831 1.422
C7 0.226 2.952 -1.142
C8 -3.966 -0.887 -1.589
C9 3.699 0.161 -0.775
C10 -2.524 -1.229 0.457
C11 3.113 -0.367 -2.083
C12 -1.692 -3.534 0.519
C13 -0.865 -4.207 -0.553
C14 2.609 -2.654 1.354
C15 -0.889 -1.903 2.154
C16 1.000 4.193 0.899
C17 0.592 1.731 0.675
C18 0.926 -3.108 3.441
C19 0.017 1.643 -1.415
C20 0.674 -5.431 -2.453
C21 0.519 -2.430 2.304
C22 -1.074 6.710 0.313
C23 -1.176 -5.504 -0.941
C24 4.140 -0.992 -3.016
C25 -1.640 5.990 2.627
C26 3.091 -3.338 2.457
C27 -2.715 -1.116 -1.038
C28 -0.396 -6.124 -1.901
C29 -2.728 7.851 1.668
C30 -4.082 -0.776 -2.966
C31 -1.993 7.702 0.467
C32 -1.736 -1.149 -3.125
H1 0.178 3.828 -1.764
H2 1.306 -5.878 -3.206
H3 -1.558 -4.095 1.448
H4 -3.114 7.124 3.695
H5 0.273 1.618 2.801
H6 -3.445 -1.595 0.922
H7 1.776 3.945 1.622
H8 4.112 -3.693 2.470
H9 1.198 0.283 2.072
H10 0.226 -3.287 4.246
H11 -2.320 -0.238 0.869
H12 -2.161 8.399 -0.342
H13 4.325 -0.599 -0.309
H14 -4.836 -0.815 -0.951
H15 1.728 -3.551 -2.424
H16 -0.288 1.194 -2.344
H17 2.623 0.495 -2.599
H18 2.909 0.451 -0.082
H19 -1.547 -2.381 2.887
H20 2.576 -4.095 4.401
H21 -0.501 6.605 -0.598
H22 1.396 4.928 0.199
H23 -0.903 -0.829 2.360
H24 -2.016 -6.018 -0.493
H25 4.333 1.022 -0.980
H26 -0.826 -1.292 -3.696
H27 -3.448 8.654 1.758
H28 -2.998 -0.861 -4.829
H29 -0.619 -7.133 -2.218
H30 4.970 -0.306 -3.177
H31 4.542 -1.902 -2.569
H32 3.701 -1.237 -3.981
H33 1.950 1.851 2.327
H34 -5.048 -0.602 -3.420
H35 -2.749 -3.632 0.256
H36 3.236 -2.472 0.491

multiplicity = 5
charge = +3
E_HOMO (spin up / spin down) = -15.86 / -16.57 eV
calculated total energy = -52679.82620 eV
relative energy (zero: lowest compared OMol25 entry of this formula, charge and spin) = 0.00 kJ/mol

Look up the relative energy (zero: lowest compared OMol25 entry of this formula, charge and spin) of the third one. 0.00 kJ/mol